# 1
The following is a DFT calculation (ωB97M-V with the def2-TZVPD basis set) of one molecule with the formula C3H5NO2.

The geometry in ORCA input format:
```
! wB97M-V def2-TZVPD RIJCOSX def2/J DEFGRID3
* xyz 0 1
C 0.870 0.051 1.775
C 0.763 0.494 0.358
O 1.578 1.140 -0.228
O -0.400 0.006 -0.206
C -0.588 0.427 -1.493
N -1.514 -0.367 -2.008
H 0.022 0.438 2.335
H 0.803 -1.034 1.812
H 1.810 0.397 2.203
H -1.436 -0.364 -3.007
H -1.907 -1.187 -1.540
*
```

- E_HOMO (eV) = -9.067

Results of the Löwdin charge analysis, in e, for atoms 1 through 8: atom 1 (C): 0.012, atom 2 (C): -0.536, atom 3 (O): 0.115, atom 4 (O): -0.030, atom 5 (C): -0.113, atom 6 (N): 0.081, atom 7 (H): 0.090, atom 8 (H): 0.089

=====

# 2
The following is a DFT calculation (ωB97M-V with the def2-TZVPD basis set) of C15H13ClHfN2O2 as an isolated structure in a non-equilibrium geometry.

The geometry in ORCA input format:
```
! wB97M-V def2-TZVPD RIJCOSX def2/J DEFGRID3
* xyz 2 1
Cl 1.915 -4.618 0.248
C -1.638 -1.224 -1.950
C -2.529 -0.685 -0.960
C -2.678 -1.673 0.069
H -3.173 0.186 -1.085
C -1.904 -2.828 -0.267
C -1.254 -2.536 -1.505
H -0.688 -3.284 -2.042
H -1.486 -0.827 -2.954
H -3.379 -1.660 0.892
C -1.863 -4.120 0.475
Hf -0.432 -1.024 0.056
C -0.567 -0.397 2.311
O -0.430 0.152 3.321
C 1.780 -1.770 -0.284
O 2.926 -1.758 -0.349
H -2.022 -3.972 1.546
H -0.887 -4.601 0.359
H -2.633 -4.830 0.145
N -0.064 3.194 -1.159
C -0.632 1.980 -1.196
N 0.053 1.129 -0.386
C 1.100 1.877 0.195
C 2.075 1.512 1.111
C 3.014 2.496 1.504
C 2.945 3.796 0.987
C 1.934 4.143 0.073
C 1.028 3.177 -0.302
H -0.401 4.008 -1.697
H -1.521 1.757 -1.790
H 2.080 0.476 1.482
H 3.804 2.266 2.200
H 3.683 4.511 1.306
H 1.842 5.143 -0.355
*
```

- E_HOMO (spin up / spin down) (eV) = -14.421 / -14.397

Results of the Löwdin charge analysis, in e, for atoms 1 through 8: atom 1 (Cl): -0.184, atom 2 (C): -0.136, atom 3 (C): -0.160, atom 4 (C): -0.130, atom 5 (H): 0.142, atom 6 (C): -0.370, atom 7 (C): -0.121, atom 8 (H): 0.154

=====

# 3
The following is a DFT calculation (ωB97M-V with the def2-TZVPD basis set) of one molecule with the formula C4H8N2 in a non-equilibrium geometry.

The geometry in ORCA input format:
```
! wB97M-V def2-TZVPD RIJCOSX def2/J DEFGRID3
* xyz 0 1
C 3.114 -0.106 0.033
C 1.615 0.354 -0.053
N 0.618 -0.529 -0.110
N -0.614 0.181 -0.216
C -1.644 -0.471 -0.163
C -3.032 0.211 0.028
H 3.489 -0.117 -1.091
H 3.725 0.808 0.633
H 3.321 -1.110 0.536
H 1.436 1.344 -0.211
H -1.707 -1.521 0.146
H -3.862 -0.423 -0.448
H -3.400 0.147 1.127
H -3.060 1.232 -0.211
*
```

- E_HOMO (eV) = -9.135
- structure (SMILES) = C/C=N/N=C/C

Results of the Löwdin charge analysis, in e, for atoms 1 through 8: atom 1 (C): -0.107, atom 2 (C): -0.183, atom 3 (N): 0.009, atom 4 (N): -0.043, atom 5 (C): -0.243, atom 6 (C): -0.084, atom 7 (H): 0.093, atom 8 (H): 0.117

=====

# 4
The following is a DFT calculation (ωB97M-V with the def2-TZVPD basis set) of C12H32O19Zn as an isolated structure in a non-equilibrium geometry.

The geometry in ORCA input format:
```
! wB97M-V def2-TZVPD RIJCOSX def2/J DEFGRID3
* xyz -4 1
Zn 19.061 14.034 2.693
C 11.695 14.489 7.391
C 11.443 15.082 6.000
O 12.362 15.619 5.340
O 10.268 14.953 5.536
H 12.609 14.828 7.890
H 11.747 13.407 7.221
H 10.863 14.704 8.067
C 23.042 13.733 3.562
C 21.580 13.749 3.209
O 20.964 12.751 2.776
O 20.950 14.794 3.548
H 23.541 12.780 3.372
H 23.164 13.982 4.614
H 23.521 14.494 2.941
C 11.852 11.541 2.240
C 11.542 12.970 2.742
O 10.343 13.315 2.802
O 12.523 13.747 2.932
H 12.724 11.125 2.750
H 11.923 11.514 1.151
H 10.977 10.940 2.516
C 12.391 18.897 1.808
C 11.792 17.641 2.444
O 11.767 16.558 1.800
O 11.272 17.712 3.582
H 12.556 19.756 2.469
H 11.645 19.291 1.102
H 13.329 18.747 1.266
C 16.801 20.480 6.720
C 18.037 19.986 7.432
O 18.614 18.941 7.024
O 18.371 20.585 8.503
H 15.965 20.455 7.417
H 16.582 19.911 5.819
H 16.934 21.521 6.407
C 16.038 16.483 3.812
C 17.199 15.690 3.287
O 17.058 14.711 2.476
O 18.396 15.862 3.653
H 15.886 17.400 3.239
H 16.230 16.860 4.817
H 15.124 15.889 3.856
O 14.699 15.436 0.480
H 15.579 15.423 0.877
H 14.181 14.809 1.013
O 19.585 14.914 0.891
H 19.100 14.656 0.099
H 20.264 15.525 0.589
O 15.563 11.839 3.143
H 15.629 12.371 2.345
H 15.058 12.392 3.783
O 18.428 12.905 4.318
H 17.852 13.248 5.016
H 18.176 11.981 4.208
O 14.218 13.145 5.037
H 13.871 13.039 5.926
H 13.469 13.547 4.526
O 19.784 18.110 4.538
H 19.370 17.252 4.264
H 19.470 18.326 5.446
O 18.417 12.457 1.415
H 18.888 11.794 0.900
H 17.565 12.574 0.970
*
```

- E_HOMO (eV) = 4.069

Results of the Löwdin charge analysis, in e, for atoms 1 through 8: atom 1 (Zn): 0.683, atom 2 (C): -0.091, atom 3 (C): -0.781, atom 4 (O): -0.063, atom 5 (O): -0.114, atom 6 (H): 0.040, atom 7 (H): 0.041, atom 8 (H): 0.032

=====

# 5
The following is a DFT calculation (ωB97M-V with the def2-TZVPD basis set) of C45H45N2OP2S4Ti as an isolated structure in a non-equilibrium geometry.

The geometry in ORCA input format:
```
! wB97M-V def2-TZVPD RIJCOSX def2/J DEFGRID3
* xyz 1 1
Ti 0.497 -0.218 0.022
S 0.330 -2.509 0.765
P 1.525 -2.702 -0.884
C 1.947 -1.075 -1.270
P 1.317 -0.384 -2.723
S -0.569 0.165 -2.288
C 1.493 -1.399 -4.194
C 0.391 -1.841 -4.916
C 0.580 -2.631 -6.042
C 1.863 -2.992 -6.430
C 2.969 -2.558 -5.701
C 2.788 -1.755 -4.585
C 2.238 1.118 -3.118
C 3.385 1.464 -2.415
C 4.029 2.668 -2.688
C 3.531 3.514 -3.668
C 2.392 3.158 -4.387
C 1.745 1.965 -4.113
C 3.023 -3.591 -0.416
C 4.238 -3.214 -0.980
C 5.405 -3.873 -0.610
C 5.355 -4.894 0.333
C 4.139 -5.269 0.896
C 2.973 -4.620 0.521
C 0.708 -3.815 -2.049
C 1.492 -4.565 -2.929
C 0.888 -5.443 -3.816
C -0.495 -5.570 -3.835
C -1.277 -4.827 -2.958
C -0.677 -3.956 -2.059
H -0.609 -1.562 -4.597
H -0.277 -2.976 -6.611
H 2.007 -3.609 -7.310
H 3.970 -2.837 -6.012
H 3.645 -1.385 -4.028
H 3.765 0.797 -1.650
H 4.918 2.942 -2.130
H 4.030 4.454 -3.879
H 2.008 3.817 -5.158
H 0.848 1.695 -4.662
H 4.270 -2.392 -1.688
H 6.354 -3.583 -1.047
H 6.267 -5.395 0.636
H 4.103 -6.065 1.631
H 2.024 -4.908 0.962
H 2.574 -4.468 -2.915
H 1.500 -6.030 -4.493
H -0.964 -6.264 -4.524
H -2.356 -4.942 -2.961
H -1.271 -3.411 -1.342
C 1.122 -0.342 3.823
C -0.156 0.314 3.412
N -0.726 0.224 2.231
C -1.980 0.834 2.234
C -2.328 1.406 3.403
S -1.091 1.183 4.550
C -2.850 0.726 1.058
C -4.081 1.271 0.942
S -4.823 0.705 -0.480
C -3.426 -0.216 -0.868
N -2.462 -0.091 0.012
C -3.436 -1.060 -2.112
H 1.438 -1.019 3.046
H 0.972 -0.912 4.740
H 1.908 0.390 4.003
H -3.244 1.928 3.652
H -4.592 1.934 1.629
H -4.402 -1.555 -2.222
H -2.652 -1.803 -2.073
H -3.271 -0.448 -3.000
C -0.348 3.951 1.811
C 0.806 3.597 0.865
C 0.293 2.861 -0.367
C 1.988 2.966 1.615
C 2.687 3.839 2.445
C 3.825 3.448 3.115
C 4.339 2.182 2.872
C 3.711 1.268 2.032
C 4.562 0.047 1.644
C 4.045 -1.356 1.966
C 4.952 0.122 0.161
C 2.463 1.657 1.499
O 1.676 0.742 0.797
H -1.044 4.640 1.324
H 0.009 4.420 2.729
H -0.902 3.055 2.087
H 1.205 4.539 0.489
H -0.327 2.011 -0.095
H 1.101 2.524 -1.003
H -0.352 3.501 -0.966
H 2.323 4.858 2.546
H 4.349 4.139 3.767
H 5.286 1.897 3.319
H 5.480 0.174 2.219
H 3.119 -1.572 1.449
H 3.900 -1.502 3.039
H 4.781 -2.094 1.628
H 4.104 -0.173 -0.459
H 5.772 -0.575 -0.046
H 5.278 1.129 -0.116
*
```

- E_HOMO (eV) = -10.529

Results of the Löwdin charge analysis, in e, for atoms 1 through 8: atom 1 (Ti): 0.626, atom 2 (S): 0.455, atom 3 (P): 0.516, atom 4 (C): -0.581, atom 5 (P): 0.487, atom 6 (S): 0.487, atom 7 (C): -0.340, atom 8 (C): -0.087

=====

Energy relative to the best compared isomer or geometry (same formula, charge and spin) (computed, kJ/mol): 193.7 299.9 269.7 0.0 112.0
Total energy (computed, a.u.): -322.50057 -1346.95360 -266.61927 -3685.19694 -5051.42806